1.
This record from the Open Molecules 2025 dataset describes a molecular structure, C17H34FeO17. The level of theory is ωB97M-V with the def2-TZVPD basis set.

The geometry in XYZ format:
```
69
Properties=species:S:1:pos:R:3
Fe -21.9917 -4.6799 -7.5345
O -20.3367 -5.7957 -7.0978
O -15.7888 -4.6201 -7.5403
O -21.6199 -9.8640 -9.6064
O -17.2487 -7.8974 -4.1465
O -22.1526 -5.3922 -9.4122
O -15.7175 -8.6186 -2.7119
O -15.1425 -7.9476 -4.7634
O -19.1499 -12.1604 -6.6407
O -17.0510 -11.4330 -6.8753
O -20.5681 -2.9788 -4.1678
O -22.1927 -1.7389 -4.6772
O -16.2164 -6.5064 -8.4904
O -18.6498 -9.9706 -6.5839
O -23.1541 -9.5511 -11.2509
O -14.0912 -5.7441 -8.4471
O -23.5958 -9.0471 -9.1531
O -22.0124 -3.8002 -5.6305
C -15.9249 -7.6001 -9.3411
C -23.3108 -9.1989 -7.7818
C -19.9709 -9.6185 -6.2404
C -15.2479 -5.6491 -8.1965
C -22.8310 -9.5093 -10.1039
C -20.6306 -10.2779 -10.5361
C -19.8425 -4.2098 -4.1938
C -18.3433 -11.2838 -6.7109
C -21.3662 -6.5695 -9.3129
C -17.5737 -7.2361 -5.3346
C -20.1798 -6.5229 -8.2910
C -13.7847 -8.3559 -4.6901
C -21.6715 -2.9169 -4.8746
C -16.1847 -10.3306 -7.0555
C -23.3893 -1.3631 -5.3399
C -17.1864 -4.4697 -7.4173
C -15.9959 -8.2097 -3.8071
H -13.2812 -7.9486 -3.8134
H -19.9109 -7.5707 -8.0844
H -20.5264 -5.0535 -4.2647
H -15.6674 -7.2183 -10.3289
H -19.7378 -10.4753 -9.9495
H -20.8974 -6.8002 -10.2737
H -20.9613 -11.2037 -11.0139
H -16.3210 -9.7005 -6.1707
H -15.1164 -10.5252 -7.0298
H -18.5741 -6.7882 -5.3453
H -20.4929 -9.5441 -11.3302
H -17.6592 -5.4078 -7.1415
H -20.1399 -8.5453 -6.1710
H -20.6909 -9.9028 -7.0136
H -22.9595 -10.1966 -7.5082
H -24.2454 -9.1287 -7.2281
H -13.3207 -7.9164 -5.5699
H -17.4436 -3.6590 -6.7406
H -15.0533 -8.1678 -9.0033
H -22.0158 -7.4050 -9.0269
H -22.6015 -8.5247 -7.3025
H -16.4800 -9.7038 -7.8883
H -23.8186 -0.5399 -4.7742
H -16.7460 -8.3089 -9.3328
H -19.2017 -4.2373 -5.0768
H -19.1849 -4.3027 -3.3348
H -13.7057 -9.4416 -4.6680
H -23.2170 -1.0106 -6.3568
H -17.5842 -4.1847 -8.3967
H -19.2977 -6.1392 -8.8268
H -24.1256 -2.1674 -5.3461
H -17.5705 -7.8689 -6.2236
H -20.3120 -10.1337 -5.3433
H -16.9831 -6.3189 -5.4230
```

Properties
* 2S+1: 5
* HOMO level (spin up / spin down): -0.3205 / -0.3204 Eh
* energy above the lowest of the compared OMol25 structures with the same formula, charge and spin: 0.00 kcal per mole
* orbital gap (spin up / spin down): 8.2 / 7.9 eV


2.
This record from the Open Molecules 2025 dataset describes a single C6H11NO molecule. The level of theory is ωB97M-V with the def2-TZVPD basis set.

The geometry in XYZ format:
```
19
Properties=species:S:1:pos:R:3
O 0.9959 1.8121 1.6383
N -0.1958 0.6365 0.1200
C -0.8291 -0.6565 -0.2276
C 1.0147 -0.2864 -1.7845
C 0.1342 0.9886 1.4333
C -0.0882 -1.2793 -1.3711
C 0.6731 1.0379 -0.9730
C -0.7280 0.3809 2.5278
H -0.2022 0.4029 3.4845
H 0.4504 -2.1795 -1.0468
H 1.1205 -0.1840 -2.8634
H 0.1129 1.6739 -1.6926
H -0.9428 -1.2896 0.6502
H -1.7219 0.7803 2.5852
H -1.8296 -0.3238 -0.5856
H 1.5859 1.5274 -0.7502
H -0.8632 -0.6961 2.4126
H -0.7294 -1.7209 -2.1513
H 2.0426 -0.6244 -1.4056
```

Properties
* SMILES string: CC(=O)N1CCCC1
* HOMO level: -0.3340 Eh
* energy above the lowest of the compared OMol25 structures with the same formula, charge and spin: 16.46 kcal per mole
* orbital gap: 10.0 eV


3.
This record from the Open Molecules 2025 dataset describes a molecular structure, C41H39CoF3N5OSbSiTe. The level of theory is ωB97M-V with the def2-TZVPD basis set.

The geometry in XYZ format:
```
93
Properties=species:S:1:pos:R:3
Te -0.6988 -1.1724 2.5872
Sb 0.2961 2.6817 1.1919
Co 0.0358 0.3560 -0.1510
Si -0.0044 0.2865 -3.4439
F -4.6933 6.0931 2.6400
F 3.6013 2.8040 6.4588
F 3.3902 6.5818 -2.5237
O 0.1743 0.7487 -1.8883
N -2.6084 -1.6519 -0.6247
N -0.2234 -1.5448 -0.3410
N 2.0933 0.0018 0.1089
N 2.0424 -2.2936 -0.6314
N -2.0014 0.6385 -0.2505
C 1.7505 3.6128 -1.3149
C 1.4522 2.7551 2.9739
C 0.1804 -3.6569 -1.2476
C -2.1340 3.5706 2.8302
C -1.4332 -2.1234 -0.7076
C 2.4434 4.4704 -2.1585
C 4.2823 0.9393 0.5176
C 2.3457 6.2000 -0.4637
C -1.4797 -5.6088 -2.2075
C 2.7269 5.7476 -1.7144
C 4.8923 -0.2680 0.2045
C -2.9132 -0.3527 -0.3383
C -3.7877 2.2448 -0.2030
C 2.8996 2.7840 5.3190
C 0.7605 -4.8176 -1.7196
C -1.1867 -3.4727 -1.2438
C -0.7590 -0.8733 4.7058
C 0.9810 2.0844 4.1013
C 4.0880 -1.3112 -0.1651
C 2.6747 3.4169 3.0331
C 0.3970 1.7593 -4.5199
C 1.3594 4.0385 -0.0446
C -4.2861 -0.0723 -0.2607
C -3.2740 4.2970 3.1378
C -2.8105 5.7791 1.2812
C 1.1451 -1.1346 -3.8567
C -1.6697 5.0449 0.9862
C 2.9166 1.0179 0.4518
C 1.6981 2.1015 5.2881
C -2.4626 1.9036 -0.2393
C 3.4073 3.4350 4.2118
C -0.0979 -5.7953 -2.2092
C -3.5883 5.3922 2.3558
C 1.6568 5.3368 0.3724
C -1.3181 3.9443 1.7636
C -1.7607 -0.2804 -3.7761
C -4.7307 1.2216 -0.1764
C 0.7813 -2.4229 -0.7107
C 2.6923 -1.1683 -0.2131
C -2.0503 -4.4400 -1.7173
C 0.8431 -2.6321 2.7633
H 0.2070 1.5290 -5.5707
H 2.4757 1.9602 0.6867
H 1.1218 -1.3520 -4.9279
H -4.0775 3.2863 -0.2052
H -2.4810 0.4898 -3.4829
H -1.1734 -1.7646 5.1696
H -4.9585 -0.9160 -0.3093
H 1.2896 -2.8069 1.7882
H 4.4829 -2.2784 -0.4385
H -2.1183 -6.3864 -2.6059
H -1.7313 2.6857 -0.2901
H -1.3956 -0.0203 4.9349
H 1.5002 2.6146 -1.6624
H 0.4011 -3.5505 3.1386
H 1.8346 -4.9440 -1.7146
H 3.0646 3.9324 2.1632
H 1.5940 -2.2632 3.4575
H -5.7885 1.4442 -0.1326
H -3.1054 6.6288 0.6798
H -1.0558 5.3392 0.1433
H 0.8550 -2.0430 -3.3238
H 4.8531 1.8101 0.8068
H 0.0492 1.5345 4.0625
H -3.1208 -4.2858 -1.7077
H 2.7571 4.1595 -3.1460
H -0.2129 2.6232 -4.2436
H 2.1761 -0.8965 -3.5788
H 5.9675 -0.3777 0.2451
H 1.3483 5.6849 1.3521
H -1.9010 -0.4913 -4.8394
H -1.8845 2.7088 3.4390
H 0.3125 -6.7142 -2.6068
H 1.3424 1.5953 6.1757
H -1.9922 -1.1907 -3.2172
H 1.4494 2.0397 -4.4215
H -3.9192 4.0173 3.9598
H 2.5866 7.2108 -0.1629
H 0.2485 -0.6953 5.0764
H 4.3592 3.9446 4.2785
```

Properties
* HOMO level (spin up / spin down): -0.3947 / -0.3947 Eh
* orbital gap (spin up / spin down): 6.8 / 6.8 eV
* net charge: +1


Q: What is the formula in the second record?
A: C6H11NO